(1)
Formula: C55H29BrF18GeNO3P2ReS5
Source: the OMol25 dataset
Level of theory: wB97M-V/def2-TZVPD

Geometry as XYZ:
```
116
Properties=species:S:1:pos:R:3:mulliken_spin:R:1
Re 0.91386 0.23137 -2.42861 2.31
O 1.40059 -5.13303 -6.48987 0.02
C 1.21671 -4.12963 -5.86327 0.01
S 2.21031 -2.66157 -6.05565 0.02
C 1.37868 -1.70231 -4.86520 0.17
C 0.32102 -2.28225 -4.21922 0.07
S -0.60433 -1.50362 -3.02549 0.26
S -0.07062 -3.92244 -4.66886 0.00
S 1.92594 -0.10303 -4.55860 0.15
C 1.91241 1.45684 1.50752 0.01
C 0.58444 0.66891 1.40748 0.07
P -0.76909 1.75637 0.76423 0.01
C -1.56892 2.26656 2.34904 0.01
C -0.84610 2.44014 3.52697 0.00
C -1.48928 2.81117 4.69808 0.00
C -2.85999 3.00881 4.71688 0.00
C -3.58339 2.87674 3.54099 0.00
C -2.93872 2.52908 2.36595 0.00
C -2.08207 0.56728 0.27833 0.04
C -3.08041 1.02884 -0.58518 0.01
C -4.14498 0.21511 -0.92968 0.00
C -4.23537 -1.06519 -0.39788 0.00
C -3.26260 -1.52426 0.47578 0.00
C -2.19400 -0.71139 0.82062 -0.02
C 2.85201 1.60095 0.28180 0.00
P 2.22562 2.01018 -1.40960 0.01
C 3.75722 2.24202 -2.38276 0.05
C 5.04668 2.08676 -1.89358 0.01
C 6.13667 2.29447 -2.72623 0.00
C 5.94783 2.66515 -4.04728 0.00
C 4.65974 2.81925 -4.54058 0.00
C 3.57029 2.60713 -3.71580 0.01
C 1.77706 3.78756 -1.28782 -0.04
C 2.74762 4.68425 -0.84673 0.00
C 2.46133 6.03646 -0.75560 0.00
C 1.20611 6.50883 -1.10846 0.00
C 0.24430 5.62592 -1.57429 0.00
C 0.53241 4.27364 -1.67380 0.00
H 2.51646 0.97432 2.27912 0.00
H 1.66759 2.46847 1.84788 0.00
H 0.31995 0.29461 2.39916 0.00
H 0.67185 -0.19727 0.74147 -0.07
H 0.22446 2.27913 3.54176 0.00
H -0.91812 2.92924 5.60883 0.00
H -3.35804 3.25771 5.64398 0.00
H -4.65410 3.03377 3.53931 0.00
H -3.51218 2.43379 1.45464 0.00
H -3.02102 2.03361 -0.98613 0.00
H -4.90659 0.57689 -1.60900 0.00
H -5.06193 -1.70532 -0.67631 0.00
H -3.31847 -2.52424 0.88342 0.00
H -1.44136 -1.08805 1.50056 0.01
H 3.39353 0.66291 0.15449 0.00
H 3.56374 2.39491 0.52119 0.00
H 5.21183 1.78781 -0.86782 0.00
H 7.13772 2.16635 -2.33658 0.00
H 6.79841 2.82708 -4.69576 0.00
H 4.50802 3.09999 -5.57427 0.00
H 2.56118 2.70374 -4.10361 -0.01
H 3.73665 4.32879 -0.58762 0.00
H 3.22226 6.72461 -0.41207 0.00
H 0.98559 7.56497 -1.02777 0.00
H -0.73305 5.99525 -1.85764 0.00
H -0.19792 3.57995 -2.05818 -0.01
F 3.64786 -0.60167 -1.81398 0.01
C 2.36890 -1.12486 -1.68492 -0.13
F 2.45520 -2.31785 -2.33164 0.01
F 2.30363 -1.46957 -0.36760 0.02
Br -1.23519 6.96347 -4.91241 0.00
C -1.87426 5.19249 -5.17843 0.00
C -3.08835 4.98813 -5.81512 0.00
N -3.58741 3.77554 -6.01160 0.00
C -2.88940 2.72857 -5.58901 0.00
C -1.67013 2.84281 -4.93167 0.01
C -1.14386 4.11083 -4.72393 0.00
C -0.93237 1.60757 -4.47080 -0.02
O -0.97262 0.60504 -5.16231 0.04
O -0.31409 1.77323 -3.34440 -0.03
H -3.67827 5.82142 -6.17651 0.00
H -3.31288 1.74920 -5.77345 0.00
H -0.19500 4.23535 -4.22022 0.00
F -1.81493 -6.34376 0.46825 0.00
C -2.25414 -6.35794 1.72562 0.00
C -1.77258 -5.42033 2.62625 0.00
C -2.26163 -5.49698 3.91828 0.00
F -1.82708 -4.63575 4.85437 0.00
C -3.19463 -6.44335 4.30755 0.00
F -3.65991 -6.47475 5.56332 0.00
C -3.66026 -7.35930 3.38092 0.00
F -4.57123 -8.26781 3.73717 0.00
C -3.17977 -7.32562 2.08333 0.00
F -3.62196 -8.21977 1.19251 0.00
Ge -0.53104 -3.93806 2.01386 0.00
S -0.43158 -3.43976 -0.02589 0.00
C 1.29352 -4.40855 2.68739 0.00
C 1.73861 -5.68959 2.94379 0.00
F 0.85262 -6.69878 2.95520 0.00
C 3.07198 -5.96728 3.19881 0.00
F 3.48683 -7.21925 3.42953 0.00
C 3.98970 -4.93003 3.21505 0.00
F 5.27591 -5.18273 3.47034 0.00
C 3.57542 -3.63206 2.95858 0.00
F 4.46413 -2.63213 2.98852 0.00
C 2.24343 -3.40005 2.67326 0.00
F 1.84045 -2.15329 2.39068 0.00
C -1.22271 -2.48212 3.25521 0.00
C -0.58202 -1.87994 4.32275 0.00
F 0.62943 -2.29655 4.71278 0.00
C -1.18047 -0.86949 5.06005 0.00
F -0.53240 -0.29125 6.08064 0.00
C -2.46612 -0.45984 4.75312 0.00
F -3.05914 0.48053 5.49252 0.00
C -3.14138 -1.04608 3.69574 0.00
F -4.38522 -0.65640 3.40283 0.00
C -2.50798 -2.04554 2.97852 0.00
F -3.18108 -2.66023 1.99046 0.00
```

Summary:
ΔE to the lowest compared entry with this formula, charge and spin = 138.8 kcal per mole
lowest unoccupied orbital energy (alpha / beta) = 0.37 / -0.21 eV
total charge = -1
<S²> = 3.779
maximum force = 13.46 eV/A
spin multiplicity = 4
energy = -11594.140316 hartree
Kohn-Sham gap (alpha / beta) = 5.6 / 5.0 eV
HOMO (alpha / beta) = -0.193 / -0.193 Ha

=====

(2)
Formula: C55H39ClN5O6S3Sr
Source: the OMol25 dataset
Level of theory: wB97M-V/def2-TZVPD

Geometry as XYZ:
```
110
Properties=species:S:1:pos:R:3:lowdin_charge:R:1
Sr 1.22893 -0.71969 -0.44480 1.49
N 2.46048 -3.87900 -3.71482 0.19
C 2.43809 -4.82551 -2.70209 -0.20
C 2.86271 -6.14879 -2.64447 -0.02
C 2.73307 -6.78170 -1.42416 -0.07
C 2.19297 -6.12588 -0.30411 -0.06
C 1.76713 -4.81581 -0.37066 0.00
C 1.90475 -4.16054 -1.59417 -0.22
N 1.62393 -2.84261 -1.93700 0.08
C 1.99713 -2.71978 -3.18279 -0.29
C 1.96460 -1.44217 -3.88682 -0.33
C 1.73473 -1.23540 -5.21115 -0.33
S 1.77693 0.43147 -5.55262 1.07
C 2.08905 0.74671 -3.89931 -0.45
N 2.17092 -0.30308 -3.13879 -0.01
H 2.93805 -3.96290 -4.59558 0.17
H 3.27570 -6.65806 -3.50544 0.11
H 3.05503 -7.80985 -1.32533 0.11
H 2.11412 -6.66590 0.62990 0.11
H 1.34687 -4.29888 0.48323 0.11
H 1.51958 -1.96501 -5.97521 0.09
H 2.21591 1.75899 -3.54141 0.09
O 3.93002 -3.17606 4.53214 0.13
C 4.74732 -3.50394 3.54574 -0.50
O 5.65925 -4.27670 3.68410 0.09
C 4.42727 -2.93941 2.19884 -0.04
C 5.25816 -2.99397 1.09323 -0.58
Cl 6.80972 -3.64244 0.91175 0.84
N 4.63650 -2.36584 0.07173 -0.07
N 3.42620 -1.91285 0.45004 0.07
C 3.28694 -2.26182 1.72226 -0.13
C 1.95301 -2.00710 2.38337 -0.57
O 1.92078 -1.90059 3.61309 0.06
O 0.96502 -1.93788 1.58270 -0.22
C 5.05757 -2.24298 -1.28601 -0.21
C 5.18384 -0.98313 -1.84806 -0.01
C 5.55261 -0.87037 -3.17982 -0.08
C 5.80187 -2.01026 -3.93200 -0.08
C 5.67613 -3.26764 -3.35400 -0.07
C 5.29460 -3.39050 -2.02700 -0.03
H 3.19282 -2.57797 4.23211 0.05
H 5.00445 -0.10693 -1.23788 0.12
H 5.66267 0.10881 -3.62742 0.11
H 6.10692 -1.92019 -4.96669 0.11
H 5.88296 -4.15605 -3.93783 0.11
H 5.17897 -4.36277 -1.56520 0.12
C -0.56146 -0.58802 7.57227 -0.04
C -0.46141 -0.16448 6.13437 -0.25
C 0.48695 0.77278 5.72975 -0.02
C 0.61144 1.13917 4.40152 -0.05
C -0.23042 0.55570 3.47149 -0.38
C -1.17337 -0.39266 3.84082 -0.07
C -1.29437 -0.73613 5.17389 -0.02
S -0.10726 0.91468 1.74546 0.97
O 1.35004 1.10153 1.37178 -0.59
C -0.85106 2.53566 1.65424 -0.30
C -0.09098 3.66892 2.01540 -0.04
C -0.62689 4.90925 1.86148 0.00
C -1.92978 5.07938 1.32536 -0.15
C -2.48489 6.36650 1.12789 -0.02
C -3.72570 6.51390 0.57840 -0.06
C -4.47595 5.38071 0.19876 -0.06
C -3.97105 4.12513 0.38002 -0.01
C -2.68595 3.94180 0.95149 -0.12
C -2.11504 2.64423 1.12384 -0.17
C -2.88157 1.44056 0.66374 -0.17
C -3.91369 0.89063 1.47818 -0.11
C -4.24105 1.44586 2.74076 -0.01
C -5.21338 0.87932 3.51341 -0.05
C -5.90601 -0.26550 3.06463 -0.06
C -5.60741 -0.82375 1.85524 -0.02
C -4.60151 -0.26471 1.03202 -0.14
C -4.25138 -0.85217 -0.21172 0.00
C -3.25368 -0.32832 -0.97374 -0.05
C -2.58229 0.83120 -0.52744 -0.30
S -1.16163 1.40078 -1.45372 1.02
O -0.56001 0.14636 -2.05287 -0.63
C -1.93789 2.32772 -2.74844 -0.37
C -1.94330 3.70689 -2.59420 -0.07
C -2.57759 4.48852 -3.54723 -0.02
C -3.18491 3.90724 -4.65766 -0.25
C -3.88844 4.75248 -5.68154 -0.04
C -3.13995 2.51896 -4.79726 -0.02
C -2.52526 1.72217 -3.84832 -0.05
H 0.01200 0.07079 8.22197 0.08
H -0.17349 -1.60133 7.69177 0.09
H -1.59877 -0.59022 7.90813 0.08
H 1.14930 1.21174 6.46571 0.12
H 1.37525 1.84175 4.09189 0.12
H -1.78935 -0.87118 3.08822 0.12
H -2.02322 -1.48036 5.47150 0.12
H 0.91611 3.53638 2.38862 0.11
H -0.05543 5.78772 2.13545 0.12
H -1.90528 7.23390 1.41980 0.12
H -4.14036 7.50286 0.43329 0.11
H -5.45904 5.51142 -0.23425 0.11
H -4.54878 3.25719 0.08988 0.12
H -3.70696 2.32065 3.08947 0.12
H -5.45580 1.30681 4.47725 0.11
H -6.67550 -0.70285 3.68722 0.11
H -6.13105 -1.70682 1.51008 0.12
H -4.78017 -1.73856 -0.54016 0.12
H -2.94974 -0.79761 -1.90021 0.11
H -1.46564 4.16386 -1.73414 0.11
H -2.59164 5.56521 -3.43097 0.12
H -3.57090 5.79200 -5.62085 0.08
H -4.96808 4.72220 -5.52166 0.09
H -3.69692 4.38988 -6.69114 0.08
H -3.59784 2.05825 -5.66440 0.12
H -2.48682 0.64597 -3.96611 0.11
```

Summary:
ΔE to the lowest compared entry with this formula, charge and spin = 3.2 kcal per mole
lowest unoccupied orbital energy = -2.36 eV
total charge = +1
maximum force = 0.66 eV/A
energy = -4530.044326 hartree
Kohn-Sham gap = 8.4 eV
HOMO = -0.396 Ha

=====

(3)
Formula: C55H39CsNO5P2S
Source: the OMol25 dataset
Level of theory: wB97M-V/def2-TZVPD

Geometry as XYZ:
```
104
Properties=species:S:1:pos:R:3:lowdin_charge:R:1
Cs -1.61928 -0.64175 -1.30085 1.15
O 1.32973 0.80195 1.87117 -0.51
S 1.26059 0.65997 0.38736 0.88
C 1.76625 -1.04068 0.05095 -0.33
C 2.42464 -1.30508 -1.12611 -0.06
C 2.93884 -2.57796 -1.44250 0.00
C 2.83601 -3.56000 -0.50196 -0.14
C 3.27769 -5.00281 -0.51781 -0.09
C 2.87274 -5.55909 0.87441 -0.10
C 2.13489 -4.42306 1.54171 -0.15
C 1.45381 -4.35362 2.72029 0.00
C 0.69423 -3.19053 2.97985 -0.07
C 0.66949 -2.08615 2.15702 -0.29
P -0.78018 -0.95487 2.21484 1.07
C -0.68446 -0.02784 3.77989 -0.38
C 0.36212 -0.14222 4.68760 -0.08
C 0.38116 0.63111 5.84063 -0.09
C -0.64866 1.52316 6.10219 -0.10
C -1.69680 1.64516 5.19973 -0.09
C -1.70845 0.88019 4.04366 -0.11
C -2.06344 -2.21509 2.59188 -0.36
C -2.80764 -2.26732 3.76620 -0.09
C -3.75931 -3.26428 3.95135 -0.09
C -3.96866 -4.22133 2.97014 -0.09
C -3.22857 -4.17655 1.79474 -0.05
C -2.28931 -3.17613 1.60266 -0.09
C 1.52391 -2.07865 1.00418 -0.13
C 2.16398 -3.29137 0.70398 -0.08
C 2.78575 1.47051 -0.18341 -0.29
C 3.89021 1.12392 0.56077 -0.05
C 5.15363 1.70902 0.38229 0.00
C 5.27569 2.68469 -0.56489 -0.16
C 6.47198 3.50227 -0.98983 -0.10
C 5.92659 4.46605 -2.07699 -0.10
C 4.46703 4.10288 -2.21496 -0.16
C 3.48936 4.60199 -3.01427 -0.02
C 2.19072 4.04999 -2.90822 -0.06
C 1.84528 3.03548 -2.04389 -0.30
P 0.15695 2.31316 -2.12858 1.03
C -0.62571 3.26694 -3.47987 -0.39
C -0.60137 2.69884 -4.75212 -0.10
C -1.17875 3.35198 -5.83069 -0.08
C -1.80446 4.57613 -5.64319 -0.09
C -1.85014 5.14229 -4.37665 -0.08
C -1.26348 4.49251 -3.30051 -0.08
C -0.66912 3.02776 -0.65545 -0.42
C -0.03464 3.90259 0.22271 -0.09
C -0.68355 4.35326 1.36482 -0.07
C -1.98310 3.95104 1.63187 -0.09
C -2.63123 3.09406 0.75239 -0.07
C -1.97938 2.62507 -0.37805 -0.14
C 2.86389 2.49173 -1.17894 -0.14
C 4.14754 3.06390 -1.31351 -0.09
H 2.57536 -0.49785 -1.83406 0.11
H 3.41132 -2.74459 -2.40198 0.12
H 4.35078 -5.09096 -0.69774 0.11
H 2.76627 -5.53740 -1.31942 0.12
H 3.74563 -5.85900 1.45821 0.11
H 2.22836 -6.43396 0.78265 0.12
H 1.39663 -5.19471 3.40053 0.11
H 0.01811 -3.21024 3.82750 0.11
H 1.17628 -0.82500 4.48064 0.10
H 1.20776 0.53850 6.53471 0.10
H -0.63211 2.12582 7.00193 0.09
H -2.50193 2.34429 5.39072 0.10
H -2.51822 0.99382 3.33070 0.11
H -2.64575 -1.53363 4.54641 0.09
H -4.33396 -3.29087 4.86951 0.10
H -4.71034 -4.99695 3.11547 0.10
H -3.38430 -4.90972 1.01311 0.11
H -1.72079 -3.16983 0.67540 0.08
H 3.76246 0.37371 1.33248 0.12
H 5.98960 1.38905 0.99192 0.11
H 7.25952 2.85731 -1.38365 0.12
H 6.89960 4.04286 -0.14403 0.12
H 6.45420 4.34766 -3.02457 0.11
H 6.03931 5.51016 -1.78004 0.11
H 3.67400 5.40101 -3.72214 0.11
H 1.42751 4.45268 -3.56010 0.09
H -0.13836 1.72866 -4.89301 0.10
H -1.15941 2.89484 -6.81161 0.10
H -2.27217 5.07965 -6.47968 0.10
H -2.35323 6.08867 -4.22295 0.10
H -1.31018 4.93451 -2.31252 0.11
H 0.97949 4.22889 0.02539 0.10
H -0.16567 5.01435 2.04835 0.10
H -2.48678 4.29746 2.52555 0.10
H -3.64694 2.77059 0.94342 0.11
H -2.51931 1.94054 -1.02442 0.04
O -1.38953 -5.49159 -1.73086 -0.03
C -1.65411 -4.28074 -1.71197 -0.69
O -0.86874 -3.31136 -1.52209 -0.25
C -3.14980 -3.91193 -1.88780 -0.21
C -4.11636 -4.90924 -1.88894 -0.03
C -5.45234 -4.53868 -1.94350 -0.07
C -5.78543 -3.19471 -1.99153 -0.02
C -4.76170 -2.25242 -2.01228 -0.19
N -3.48013 -2.62085 -1.96815 0.02
C -5.11214 -0.74029 -2.02932 -0.68
O -6.31673 -0.47951 -1.90932 -0.03
O -4.14383 0.06167 -2.13925 -0.26
H -3.79138 -5.93889 -1.83434 0.11
H -6.22980 -5.29494 -1.93533 0.10
H -6.80579 -2.84003 -2.00606 0.11
```

Summary:
ΔE to the lowest compared entry with this formula, charge and spin = 0.0 kcal per mole
lowest unoccupied orbital energy = 1.75 eV
total charge = -1
maximum force = 0.49 eV/A
energy = -3651.446516 hartree
Kohn-Sham gap = 7.1 eV
HOMO = -0.197 Ha

=====

Q: Which of these has the highest total charge?
A: C55H39ClN5O6S3Sr

=====

Q: Which of these has the highest ΔE to the lowest compared entry with this formula, charge and spin?
A: C55H29BrF18GeNO3P2ReS5

=====

Q: Among the records above, which one has the lowest maximum force?
A: C55H39CsNO5P2S

=====

Q: ΔE to the lowest compared entry with this formula, charge and spin of number 1 (C55H29BrF18GeNO3P2ReS5)?
A: 138.8 kcal per mole